# 1
Here is a structure of composition C22H29F15KO12Pb2 in a non-equilibrium geometry from the OMol25 dataset. Energies are from ωB97M-V with the def2-TZVPD basis set.

For the largest force on an atom, the calculation gives 3.82 eV/Å. Its electronic energy is -115406.062 eV. As for the gap between HOMO and LUMO: 2.99 eV. As for the HOMO energy: -16.93 eV.

```
! RIJCOSX wB97M-V def2-TZVPD def2/J DEFGRID3
* xyz 3 1
Pb 1.305 1.644 3.734
Pb 1.159 4.343 1.297
K 0.453 -2.561 4.704
O 0.988 -0.657 2.651
C 1.352 -0.527 1.309
C 1.458 0.888 0.645
O 2.148 1.961 1.222
H 0.675 -1.089 0.654
H 2.298 -1.063 1.163
H 0.429 1.173 0.370
H 1.758 0.664 -0.389
C 5.576 -0.787 2.469
C 5.235 0.652 2.102
O 6.323 1.398 1.602
C 6.966 2.166 2.476
O 6.558 2.489 3.553
C 8.248 2.817 1.863
F 9.318 2.477 2.563
F 8.388 2.576 0.567
F 8.128 4.161 1.946
H 6.273 -0.800 3.308
H 6.135 -1.192 1.622
H 4.743 -1.459 2.666
H 4.779 1.099 2.991
H 4.406 0.618 1.394
C -2.992 0.148 1.405
C -2.697 -0.723 2.625
O -3.899 -1.106 3.234
C -4.633 -2.133 2.782
O -4.322 -2.841 1.877
C -5.942 -2.306 3.577
F -6.234 -3.606 3.560
F -5.864 -1.846 4.815
F -6.928 -1.663 2.955
H -3.442 -0.321 0.532
H -1.987 0.477 1.108
H -3.591 0.991 1.749
H -2.067 -0.081 3.253
H -1.981 -1.533 2.455
C -0.517 -3.670 -0.377
C -0.217 -4.582 0.775
O -1.402 -5.271 1.140
C -2.041 -4.949 2.256
O -1.651 -4.167 3.090
C -3.293 -5.814 2.454
F -3.867 -6.081 1.303
F -2.900 -6.965 3.040
F -4.115 -5.284 3.354
H -1.032 -4.151 -1.210
H 0.374 -3.213 -0.813
H -1.217 -2.870 -0.113
H 0.290 -4.042 1.576
H 0.489 -5.346 0.445
C -0.619 3.680 -1.945
C -1.305 3.872 -3.296
O -0.522 4.714 -4.115
C 0.720 4.351 -4.576
O 1.119 3.223 -4.587
C 1.434 5.465 -5.303
F 1.692 5.130 -6.548
F 0.741 6.595 -5.292
F 2.623 5.691 -4.703
H -0.043 4.574 -1.648
H 0.048 2.824 -1.815
H -1.288 3.661 -1.072
H -2.293 4.322 -3.226
H -1.479 2.947 -3.851
C -0.069 -0.903 -3.020
C -0.696 0.184 -3.902
O -1.968 0.382 -3.292
C -3.046 0.638 -4.073
O -2.995 0.757 -5.255
C -4.387 0.631 -3.331
F -5.016 1.789 -3.488
F -5.153 -0.318 -3.865
F -4.258 0.362 -2.017
H -0.142 -0.619 -1.966
H 0.986 -1.082 -3.231
H -0.613 -1.838 -3.151
H -0.755 -0.193 -4.921
H -0.138 1.118 -3.839
*
```

***

# 2
Here is a structure of composition C22H29F9I2N3O6S in a non-equilibrium geometry from the OMol25 dataset. Energies are from ωB97M-V with the def2-TZVPD basis set.

For the largest force on an atom, the calculation gives 2.81 eV/Å. Its electronic energy is -91528.180 eV. As for the gap between HOMO and LUMO: 3.59 eV. As for the HOMO energy: -2.52 eV.

```
! RIJCOSX wB97M-V def2-TZVPD def2/J DEFGRID3
* xyz -1 1
C 2.540 2.835 -2.655
C 1.448 1.777 -2.488
I -0.385 2.854 -2.303
C 1.614 0.895 -1.243
I 3.655 0.876 -0.522
C 1.025 -0.555 -1.298
C -0.307 -0.596 -2.060
C -1.067 -1.949 -2.078
C -2.374 -1.985 -1.266
C -3.586 -1.392 -2.010
C -4.218 -0.192 -1.317
F -3.258 0.585 -0.751
F -4.880 0.565 -2.222
C -5.256 -0.659 -0.238
F -4.784 -1.732 0.399
F -6.341 -1.038 -0.913
S -5.791 0.619 1.080
F -7.302 0.592 0.605
F -6.122 -0.556 2.105
F -4.283 0.631 1.599
F -5.493 1.798 0.068
F -6.162 1.671 2.188
C 1.990 -1.549 -2.002
N 2.756 -2.408 -1.127
C 1.888 -3.186 -0.277
C 0.876 -2.356 0.570
C 1.208 -2.476 2.063
C 0.890 -3.880 2.595
O -0.339 -3.858 3.357
C -1.381 -4.502 2.781
O -1.625 -5.625 2.952
N 0.899 -0.902 0.185
N -0.172 -0.222 0.849
H 2.178 3.576 -3.382
H 3.435 2.387 -3.097
H 2.759 3.416 -1.740
H 1.458 1.203 -3.422
H 1.102 1.430 -0.436
H -0.101 -0.302 -3.091
H -0.989 0.157 -1.658
H -1.357 -2.136 -3.119
H -0.440 -2.806 -1.815
H -2.589 -3.042 -1.071
H -2.261 -1.520 -0.286
H -4.363 -2.158 -2.087
H -3.357 -1.098 -3.039
H 2.655 -0.989 -2.666
H 1.410 -2.217 -2.650
H 3.474 -1.902 -0.621
H 1.321 -3.870 -0.923
H 2.491 -3.818 0.381
H -0.133 -2.758 0.418
H 0.630 -1.773 2.667
H 2.270 -2.241 2.210
H 0.773 -4.600 1.778
H 1.686 -4.222 3.258
H -2.009 -3.855 2.150
H 1.767 -0.534 0.616
H -0.892 -0.867 1.137
H -0.504 0.580 0.325
C 2.329 5.258 2.379
C 2.481 4.488 1.230
C 3.939 4.166 0.806
O 4.120 3.376 -0.164
C 4.990 4.741 1.515
C 4.850 5.552 2.668
C 3.390 5.785 3.167
O 3.203 6.413 4.214
O 5.782 6.060 3.297
O 1.524 4.024 0.555
H 1.327 5.490 2.730
H 5.989 4.528 1.142
*
```

***

# 3
Here is the molecule C22H29FN4O4S in a non-equilibrium geometry from the OMol25 dataset. Energies are from ωB97M-V with the def2-TZVPD basis set.

For the largest force on an atom, the calculation gives 1.17 eV/Å. The SMILES is CCN(CC)S(=O)(=O)c1ccc(N2CCOCC2)c(NCC(=O)Nc2ccc(F)cc2)c1. Its electronic energy is -50987.767 eV. As for the gap between HOMO and LUMO: 8.51 eV. As for the HOMO energy: -8.16 eV.

```
! RIJCOSX wB97M-V def2-TZVPD def2/J DEFGRID3
* xyz 0 1
C -4.081 -1.338 0.865
H -3.543 -0.705 1.564
H -5.011 -1.660 1.325
C -3.240 -2.559 0.510
N -1.926 -2.190 0.020
S -0.724 -3.324 0.352
O -0.910 -3.722 1.719
O -0.667 -4.369 -0.636
C 0.736 -2.308 0.226
C 1.753 -2.617 -0.649
C 2.833 -1.750 -0.744
C 2.889 -0.594 0.021
C 1.870 -0.325 0.965
C 0.788 -1.195 1.041
H -0.029 -1.042 1.726
N 2.002 0.752 1.820
H 2.771 1.353 1.564
C 0.824 1.413 2.316
H 1.125 2.333 2.825
C -0.128 1.769 1.161
O 0.291 1.975 0.044
N -1.434 1.811 1.530
C -2.562 2.032 0.730
C -2.496 2.087 -0.660
C -3.648 2.279 -1.399
C -4.858 2.416 -0.745
C -4.947 2.367 0.635
C -3.793 2.174 1.368
H -3.849 2.132 2.446
H -5.905 2.478 1.117
F -5.982 2.598 -1.468
H -3.613 2.321 -2.476
H -1.544 1.983 -1.153
H -1.640 1.671 2.510
H 0.320 0.769 3.043
N 3.926 0.359 -0.087
C 5.237 -0.109 -0.495
H 5.492 -1.004 0.074
C 6.236 1.011 -0.188
H 7.241 0.734 -0.513
O 5.912 2.194 -0.880
C 4.613 2.632 -0.553
H 4.430 3.523 -1.155
C 3.574 1.551 -0.852
H 2.570 1.889 -0.590
H 3.590 1.334 -1.933
H 4.571 2.900 0.516
H 6.242 1.200 0.896
H 5.285 -0.334 -1.573
H 3.623 -1.966 -1.446
H 1.678 -3.504 -1.255
C -1.835 -1.615 -1.306
C -2.350 -2.502 -2.439
H -2.089 -2.057 -3.395
H -3.432 -2.608 -2.394
H -1.893 -3.485 -2.365
H -0.774 -1.404 -1.464
H -2.369 -0.659 -1.296
H -3.054 -3.153 1.407
H -3.777 -3.189 -0.210
H -4.318 -0.752 -0.019
*
```

***

# 4
Here is a cluster of 7 separate species, C22H29FO21 in total in a non-equilibrium geometry from the OMol25 dataset. Energies are from ωB97M-V with the def2-TZVPD basis set.

For the largest force on an atom, the calculation gives 9.83 eV/Å. The SMILES is O=C1OC[C@@H](F)O1.C[C@H]1COC(=O)O1.O=C1OCCO1.O=C1OCCO1.O=C1OCCO1.O=C1OCCO1.O=C1OCCO1. Its electronic energy is -68995.886 eV. As for the gap between HOMO and LUMO: 10.27 eV. As for the HOMO energy: -10.37 eV.

```
! RIJCOSX wB97M-V def2-TZVPD def2/J DEFGRID3
* xyz 0 1
C -0.611 2.737 5.369
C -1.641 2.437 4.261
O -1.622 3.569 3.426
C -0.984 4.572 3.915
O -1.121 5.712 3.428
O -0.290 4.065 5.027
H 0.165 1.984 5.229
H -1.064 2.633 6.355
H -2.663 2.163 4.525
H -1.241 1.671 3.597
C 3.110 0.568 -3.559
C 1.517 0.506 -3.765
O 1.274 1.804 -4.286
C 2.442 2.571 -4.315
O 2.583 3.717 -4.767
O 3.418 2.003 -3.645
H 3.706 0.050 -4.311
H 3.444 0.215 -2.584
H 0.997 0.162 -2.870
H 1.463 -0.320 -4.474
C 4.617 2.045 3.744
C 4.174 3.086 2.693
O 2.722 2.787 2.562
C 2.416 1.704 3.201
O 1.289 1.178 3.216
O 3.430 1.329 4.018
H 4.936 2.468 4.696
H 5.400 1.373 3.391
H 4.630 3.076 1.703
H 4.163 4.041 3.217
C -3.087 -3.708 -0.365
C -4.574 -3.587 -0.413
O -4.771 -2.506 0.451
C -3.771 -1.639 0.309
O -3.869 -0.424 0.471
O -2.713 -2.293 -0.222
H -2.704 -4.111 -1.303
H -2.668 -4.201 0.512
H -5.210 -4.425 -0.129
H -4.822 -3.315 -1.439
C 0.162 -0.284 -0.021
C -0.310 1.127 0.018
O 0.822 1.930 -0.149
C 1.828 1.115 -0.385
O 3.027 1.501 -0.539
O 1.499 -0.138 -0.561
H -0.343 -0.840 -0.811
H 0.202 -0.926 0.860
H -0.610 1.238 1.060
H -1.128 1.411 -0.644
C 2.340 -5.900 1.324
C 1.245 -5.847 0.359
C 0.396 -4.564 0.259
O 0.177 -4.451 -1.116
C 0.964 -5.294 -1.785
O 0.882 -5.547 -2.966
O 1.791 -5.942 -0.943
H 2.014 -6.128 2.339
H 2.853 -4.941 1.261
H 3.064 -6.623 0.948
H 0.553 -6.672 0.528
H 1.018 -3.799 0.723
H -0.561 -4.533 0.780
C -3.837 2.493 -2.914
C -2.705 3.374 -3.420
O -3.172 3.604 -4.703
C -3.874 2.725 -5.190
O -4.084 2.489 -6.438
O -4.413 1.955 -4.050
F -1.552 2.731 -3.401
H -4.603 2.985 -2.314
H -3.521 1.776 -2.156
H -2.590 4.277 -2.821
*
```

***

# 5
Here is a structure of composition C22H29HfN3P2 in a non-equilibrium geometry from the OMol25 dataset. Energies are from ωB97M-V with the def2-TZVPD basis set.

For the largest force on an atom, the calculation gives 3.48 eV/Å. Its electronic energy is -47621.100 eV. As for the gap between HOMO and LUMO: 5.27 eV. As for the HOMO energy: -12.80 eV.

```
! RIJCOSX wB97M-V def2-TZVPD def2/J DEFGRID3
* xyz 2 1
C -1.811 2.933 -3.792
C -1.433 1.645 -3.422
C -0.121 1.166 -3.767
C 0.923 2.159 -3.739
C 0.547 3.532 -3.757
C -0.793 3.895 -3.932
C 2.226 1.710 -3.617
C 2.472 0.363 -3.424
C 1.358 -0.565 -3.496
C 1.590 -1.889 -2.969
C 2.876 -2.423 -3.014
C 3.966 -1.534 -3.068
C 3.761 -0.160 -3.144
H -2.874 3.225 -3.832
H 1.345 4.252 -3.648
H -1.060 4.926 -4.133
H 3.061 2.446 -3.619
H 3.038 -3.503 -2.871
H 4.978 -1.931 -3.028
H 4.552 0.569 -3.037
N 0.151 -0.160 -3.961
Hf 0.395 0.502 0.607
C -2.341 0.786 -2.569
H -2.263 -0.257 -2.907
H -3.382 1.157 -2.625
C 0.477 -2.650 -2.280
H -0.452 -2.478 -2.842
H 0.727 -3.732 -2.245
P -1.913 0.783 -0.730
P 0.168 -2.099 -0.495
C 1.466 -3.060 0.390
H 1.158 -3.170 1.442
H 1.605 -4.054 -0.061
H 2.404 -2.490 0.353
C -1.286 -3.132 -0.090
H -0.991 -4.182 0.028
H -1.721 -2.777 0.853
H -2.044 -3.055 -0.878
C -2.453 2.464 -0.252
H -3.502 2.579 -0.557
H -2.368 2.580 0.837
H -1.834 3.222 -0.747
C -3.290 -0.173 -0.044
H -3.238 -0.169 1.047
H -4.225 0.302 -0.353
H -3.270 -1.206 -0.392
H 0.969 1.925 1.221
H 1.768 -0.098 -0.201
N -0.618 -0.512 3.491
C -1.225 -0.036 4.587
C -1.292 1.349 4.458
C -0.699 1.662 3.257
N -0.318 0.501 2.635
H -0.307 -1.451 3.262
H -1.517 -0.708 5.371
H -1.672 2.073 5.137
H -0.504 2.623 2.797
*
```

***

# 6
Here is a structure of composition C22H29InN4O3SSi from the OMol25 dataset. Energies are from ωB97M-V with the def2-TZVPD basis set.

For the largest force on an atom, the calculation gives 0.39 eV/Å. Its electronic energy is -59277.813 eV. As for the gap between HOMO and LUMO: 7.79 eV. As for the HOMO energy: -7.48 eV.

```
! RIJCOSX wB97M-V def2-TZVPD def2/J DEFGRID3
* xyz 0 1
In -0.253 -0.713 -0.569
C 3.855 -1.723 1.014
Si 2.972 -1.629 -0.641
C 2.070 -3.251 -0.814
C 4.229 -1.423 -2.007
N 1.801 -0.343 -0.740
C 2.148 1.004 -0.772
C 3.399 1.502 -0.384
C 3.715 2.851 -0.458
C 2.779 3.764 -0.911
C 1.520 3.309 -1.290
C 1.228 1.964 -1.220
O -0.029 1.444 -1.604
C -1.035 2.387 -1.841
C -1.330 2.719 -3.147
C -2.341 3.640 -3.391
C -3.030 4.215 -2.332
C -2.710 3.869 -1.024
C -1.705 2.948 -0.772
H 4.406 -2.667 1.073
H 3.125 -1.713 1.830
H 4.567 -0.913 1.185
H 2.772 -4.078 -0.673
H 1.597 -3.370 -1.791
H 1.294 -3.346 -0.046
H 4.975 -2.223 -1.980
H 4.755 -0.469 -1.924
H 3.732 -1.450 -2.980
H 4.137 0.805 -0.010
H 4.699 3.185 -0.152
H 3.010 4.818 -0.972
H 0.779 4.012 -1.642
H -0.776 2.256 -3.954
H -2.586 3.908 -4.411
H -3.817 4.933 -2.525
H -3.250 4.315 -0.198
H -1.423 2.659 0.233
C -3.505 -3.239 0.306
N -3.407 -2.157 1.272
C -3.385 -2.429 2.708
C -3.113 -1.044 3.326
N -3.032 -0.191 2.143
C -3.120 -0.889 1.001
S -2.924 -0.216 -0.554
H -2.550 -3.755 0.208
H -3.777 -2.838 -0.665
H -4.266 -3.943 0.642
H -2.594 -3.146 2.932
H -4.337 -2.850 3.027
H -2.182 -1.025 3.890
H -3.920 -0.723 3.980
H -2.570 0.702 2.136
N -1.329 -3.188 -2.500
C -0.874 -2.333 -1.869
C 0.433 -0.538 3.471
C -0.070 -0.599 2.056
O -0.321 0.475 1.439
O -0.189 -1.724 1.473
H -0.003 0.308 4.000
H 1.512 -0.380 3.423
H 0.245 -1.473 3.994
*
```

***

# 7
Here is a structure of composition C22H29N2O3 in a non-equilibrium geometry from the OMol25 dataset. Energies are from ωB97M-V with the def2-TZVPD basis set.

For the largest force on an atom, the calculation gives 6.35 eV/Å. Its electronic energy is -32397.674 eV. As for the gap between HOMO and LUMO: 6.14 eV. As for the HOMO energy: -11.57 eV.

```
! RIJCOSX wB97M-V def2-TZVPD def2/J DEFGRID3
* xyz 1 1
C 2.546 -5.399 -2.775
O 1.731 -5.334 -1.583
C 1.470 -4.124 -1.021
C 0.535 -4.102 0.045
C 0.182 -2.905 0.640
C 0.754 -1.703 0.185
C 0.385 -0.405 0.810
O 1.433 0.372 1.239
C 2.193 -0.023 2.394
C 1.695 -1.717 -0.856
C 2.057 -2.913 -1.460
H 2.547 -6.460 -3.029
H 2.108 -4.813 -3.595
H 3.571 -5.057 -2.576
H 0.096 -5.046 0.364
H -0.527 -2.866 1.471
H -0.424 -0.462 1.552
H 3.142 0.513 2.303
H 1.667 0.302 3.303
H 2.371 -1.110 2.414
H 2.149 -0.774 -1.177
H 2.780 -2.908 -2.278
C -3.898 1.095 -2.523
N -2.841 1.194 -1.545
C -1.983 0.085 -1.152
C -2.784 -0.908 -0.302
C -1.369 -0.630 -2.359
N -1.001 0.779 -0.367
C -1.466 2.005 0.151
C -0.447 3.152 0.156
C 0.427 3.240 1.380
C -0.147 3.397 2.646
C 0.671 3.565 3.768
C 2.063 3.580 3.627
C 2.634 3.407 2.359
C 1.817 3.230 1.245
C -2.648 2.314 -0.786
O -3.252 3.377 -0.875
H -4.292 2.094 -2.731
H -3.503 0.664 -3.451
H -4.715 0.447 -2.174
H -3.158 -0.407 0.601
H -3.634 -1.283 -0.885
H -2.154 -1.752 0.000
H -0.793 0.088 -2.955
H -0.698 -1.427 -2.019
H -2.161 -1.071 -2.975
H -0.026 0.408 -0.178
H -1.885 1.850 1.165
H 0.179 3.073 -0.745
H -1.042 4.078 0.081
H -1.237 3.405 2.737
H 0.215 3.689 4.752
H 2.706 3.718 4.498
H 3.718 3.395 2.233
H 2.247 3.083 0.252
*
```

***

Which value of electronic energy does entry 7 give? -32397.674 eV

***

Look up the gap between HOMO and LUMO of the seventh one. 6.14 eV

***

electronic energy of number 3 (C22H29FN4O4S)? -50987.767 eV

***

What did the fourth record say?
Here is a cluster of 7 separate species, C22H29FO21 in total in a non-equilibrium geometry from the OMol25 dataset. Energies are from ωB97M-V with the def2-TZVPD basis set.

For the largest force on an atom, the calculation gives 9.83 eV/Å. The SMILES is O=C1OC[C@@H](F)O1.C[C@H]1COC(=O)O1.O=C1OCCO1.O=C1OCCO1.O=C1OCCO1.O=C1OCCO1.O=C1OCCO1. Its electronic energy is -68995.886 eV. As for the gap between HOMO and LUMO: 10.27 eV. As for the HOMO energy: -10.37 eV.

```
! RIJCOSX wB97M-V def2-TZVPD def2/J DEFGRID3
* xyz 0 1
C -0.611 2.737 5.369
C -1.641 2.437 4.261
O -1.622 3.569 3.426
C -0.984 4.572 3.915
O -1.121 5.712 3.428
O -0.290 4.065 5.027
H 0.165 1.984 5.229
H -1.064 2.633 6.355
H -2.663 2.163 4.525
H -1.241 1.671 3.597
C 3.110 0.568 -3.559
C 1.517 0.506 -3.765
O 1.274 1.804 -4.286
C 2.442 2.571 -4.315
O 2.583 3.717 -4.767
O 3.418 2.003 -3.645
H 3.706 0.050 -4.311
H 3.444 0.215 -2.584
H 0.997 0.162 -2.870
H 1.463 -0.320 -4.474
C 4.617 2.045 3.744
C 4.174 3.086 2.693
O 2.722 2.787 2.562
C 2.416 1.704 3.201
O 1.289 1.178 3.216
O 3.430 1.329 4.018
H 4.936 2.468 4.696
H 5.400 1.373 3.391
H 4.630 3.076 1.703
H 4.163 4.041 3.217
C -3.087 -3.708 -0.365
C -4.574 -3.587 -0.413
O -4.771 -2.506 0.451
C -3.771 -1.639 0.309
O -3.869 -0.424 0.471
O -2.713 -2.293 -0.222
H -2.704 -4.111 -1.303
H -2.668 -4.201 0.512
H -5.210 -4.425 -0.129
H -4.822 -3.315 -1.439
C 0.162 -0.284 -0.021
C -0.310 1.127 0.018
O 0.822 1.930 -0.149
C 1.828 1.115 -0.385
O 3.027 1.501 -0.539
O 1.499 -0.138 -0.561
H -0.343 -0.840 -0.811
H 0.202 -0.926 0.860
H -0.610 1.238 1.060
H -1.128 1.411 -0.644
C 2.340 -5.900 1.324
C 1.245 -5.847 0.359
C 0.396 -4.564 0.259
O 0.177 -4.451 -1.116
C 0.964 -5.294 -1.785
O 0.882 -5.547 -2.966
O 1.791 -5.942 -0.943
H 2.014 -6.128 2.339
H 2.853 -4.941 1.261
H 3.064 -6.623 0.948
H 0.553 -6.672 0.528
H 1.018 -3.799 0.723
H -0.561 -4.533 0.780
C -3.837 2.493 -2.914
C -2.705 3.374 -3.420
O -3.172 3.604 -4.703
C -3.874 2.725 -5.190
O -4.084 2.489 -6.438
O -4.413 1.955 -4.050
F -1.552 2.731 -3.401
H -4.603 2.985 -2.314
H -3.521 1.776 -2.156
H -2.590 4.277 -2.821
*
```